(1)
ORCA calculation (ωB97M-V/def2-TZVPD) on an isolated molecule of C2H4N4O2 at a distorted geometry.

Output
LUMO level ... 0.015 Ha
Energy above the lowest of the compared OMol25 structures with the same formula, charge and spin ... 120.91 kJ/mol
Structure (SMILES) ... [H]/N=c1\oc(O)nn1N

```
12
Properties=species:S:1:pos:R:3:nbo_charge:R:1
C 1.5636 -0.1840 -0.1633 0.711
C -0.4461 0.7078 -0.0622 0.643
H -2.1524 -1.1774 0.7936 0.363
H -2.1403 -1.3198 -0.7918 0.357
H 3.1745 0.6294 0.4086 0.498
H -1.2086 2.4465 0.0581 0.366
N -1.5443 -1.4602 0.0328 -0.611
N -0.4286 -0.6644 -0.0658 -0.139
N 0.8343 -1.2240 -0.0867 -0.290
N -1.4650 1.4572 -0.0686 -0.775
O 2.9053 -0.1930 -0.0139 -0.645
O 0.9076 0.9819 -0.0408 -0.478
```

=====

(2)
ORCA calculation (ωB97M-V/def2-TZVPD) on the ion C3H11NP with charge +1 at a distorted geometry.

Output
LUMO level ... -0.139 Ha
Energy above the lowest of the compared OMol25 structures with the same formula, charge and spin ... 406.85 kJ/mol
Structure (SMILES) ... C[NH+](C)CP
Net charge ... +1

```
16
Properties=species:S:1:pos:R:3:nbo_charge:R:1
C 0.6666 0.7468 1.3664 -0.482
C -0.4414 -1.3495 0.8474 -0.469
C -0.6208 0.5042 -0.7882 -0.449
N 0.2516 -0.1503 0.3205 -0.397
P 0.5886 0.7916 -2.3095 0.275
H 0.0736 0.8570 2.3094 0.263
H 1.6752 0.5241 1.8007 0.256
H 0.8654 1.7831 1.1198 0.256
H -0.6270 -2.1718 0.1612 0.251
H 0.1224 -2.0637 1.4978 0.259
H -1.4522 -1.0999 1.3200 0.249
H -0.9171 1.4357 -0.4246 0.230
H -1.4603 -0.0518 -1.2084 0.259
H 1.2292 -0.6133 -0.2170 0.470
H 0.3160 -0.6308 -2.6453 -0.001
H -0.2699 1.4887 -3.1500 0.030
```

=====

(3)
ORCA calculation (ωB97M-V/def2-TZVPD) on a structure of composition C13H24BeCaCl7FLi2O10S2 at a distorted geometry.

Output
LUMO level ... -0.332 Ha
Net charge ... +2

```
61
Properties=species:S:1:pos:R:3:nbo_charge:R:1
C 1.9660 -3.2030 2.1843 -0.641
C 2.6024 -1.7053 2.1682 -0.538
C 1.8900 -0.6741 1.1256 -0.018
S 2.1475 0.9813 1.8933 2.052
C 3.9773 1.1557 2.1562 -0.835
O 1.7533 2.1136 1.0533 -0.880
O 1.5002 1.0787 3.2523 -1.046
O 2.7974 -0.6387 0.0262 -0.521
C 2.3244 -1.6504 -0.8911 0.971
O 2.9890 -2.2126 -1.6550 -0.395
O 0.9338 -1.7907 -0.6402 -0.503
C 0.4576 -1.0688 0.5297 0.088
C -0.4824 0.0433 -0.0916 -0.464
C -1.3440 0.8828 0.9520 -0.436
C -1.9828 0.0557 2.1712 -0.132
C -2.2464 1.1299 3.3561 -0.645
C -3.4399 -0.5480 1.8428 -0.690
H 1.2154 -3.3287 3.0534 0.062
H 1.5389 -3.5350 1.1919 0.307
H 2.8048 -3.9337 2.4036 0.323
H 3.6868 -1.8047 1.8626 0.343
H 2.6077 -1.2085 3.2226 0.174
H 4.4126 0.2822 2.7216 0.249
H 4.4326 1.1570 1.1283 0.304
H 4.1809 2.0861 2.7496 0.308
H -0.1844 -1.8489 1.0423 0.178
H 0.2048 0.7844 -0.6119 0.271
H -1.0928 -0.4184 -0.9253 0.296
H -0.7828 1.7691 1.3788 0.074
H -2.2280 1.3184 0.3818 0.347
H -1.3030 -0.7339 2.6282 -0.022
H -1.2326 1.4846 3.7315 0.108
H -2.8009 1.9812 2.8427 0.272
H -2.8804 0.6725 4.1748 0.272
H -3.9971 0.1780 1.1344 0.297
H -3.9976 -0.5466 2.8343 0.213
H -3.3939 -1.6143 1.4803 0.217
Li -0.3687 2.8824 2.6981 0.971
Cl -4.2429 1.8811 0.3708 -0.792
Li -5.6049 2.1890 2.0843 0.920
C 4.4512 -3.9704 -4.8875 -0.216
Cl 5.1283 -5.5882 -4.6232 0.063
Cl 5.2602 -2.8026 -3.8349 0.065
Cl 4.6978 -3.4793 -6.5699 0.051
Cl 2.7130 -3.9946 -4.5273 0.041
C -7.8403 6.1582 1.8101 -0.420
Cl -7.0154 4.7170 2.4335 -0.008
Cl -9.4209 6.3656 2.5717 -0.025
H -7.2297 7.0328 2.0207 0.212
H -7.9782 6.0562 0.7356 0.209
O 1.5877 -0.6574 -4.1886 -1.026
S 2.5725 -0.2918 -5.2060 2.556
O 3.8320 0.0822 -4.5929 -0.973
O 2.0463 0.8018 -6.1077 -1.092
O 2.7800 -1.4500 -6.1391 -1.162
O 0.3238 -1.4028 -7.5674 -0.924
H 1.0894 -1.7703 -7.0517 0.480
H 0.2650 -0.4612 -7.2947 0.499
Be 2.0342 -0.6302 -7.8055 1.640
F -6.5701 3.3016 4.2241 -0.894
Ca 0.4554 -1.6596 3.5887 1.866
```

=====

no.,orbital gap (eV)
1,8.958
2,10.272
3,1.591